[1]
A structure of composition C27H26BrN5O2Sc. Source: OMol25; level of theory: ωB97M-V/def2-TZVPD.

The value obtained for the LUMO energy is -2.96 eV. For the HOMO energy, the calculation gives -10.648 eV. The HOMO-LUMO gap comes out at 7.69 eV. Its charge is +1.

Each line ends with the Mulliken charge.
Element x y z (Å)
Sc  -0.071  0.067  -0.672  -0.673
C  -0.779  0.630  3.866  -0.654
O  -1.697  -0.365  3.342  -0.463
C  -1.615  -0.666  2.071  0.597
O  -0.760  -0.141  1.325  0.156
N  -2.528  -1.572  1.726  -0.189
N  -2.589  -2.049  0.436  -0.433
H  -1.164  0.890  4.843  0.252
H  -0.751  1.505  3.224  0.279
H  0.219  0.205  3.957  0.292
H  -3.131  -1.935  2.439  0.245
H  -3.537  -1.968  0.105  0.290
H  -2.312  -3.008  0.443  0.235
N  1.897  0.125  0.796  -0.179
C  3.015  0.612  0.029  0.939
C  4.138  -0.187  -0.123  -0.536
C  5.223  0.267  -0.857  -0.755
C  5.181  1.531  -1.426  -0.757
C  4.047  2.318  -1.274  -0.842
C  2.940  1.872  -0.548  0.510
C  1.714  2.730  -0.494  0.419
C  1.878  4.063  -0.122  -0.590
C  0.854  4.982  -0.311  -0.817
C  -0.306  4.565  -0.951  -0.726
C  -0.470  3.224  -1.270  -0.308
C  0.485  2.240  -0.989  0.591
H  2.170  -0.715  1.276  0.257
H  1.622  0.802  1.494  0.299
H  4.169  -1.170  0.343  0.325
H  6.099  -0.362  -0.971  0.414
H  6.027  1.905  -1.997  0.401
H  3.999  3.299  -1.736  0.513
H  2.827  4.384  0.295  0.516
H  0.975  6.017  -0.008  0.413
H  -1.082  5.283  -1.202  0.435
H  -1.376  2.958  -1.799  0.541
C  0.750  -1.910  -1.529  -1.688
C  0.533  -3.137  -0.727  1.325
C  -0.346  -4.145  -1.142  -0.671
C  -0.589  -5.272  -0.375  -0.766
C  0.044  -5.432  0.857  0.462
C  0.973  -4.478  1.261  -1.048
C  1.221  -3.369  0.471  0.130
C  -0.243  -6.582  1.684  -0.071
N  -0.492  -7.496  2.339  -0.470
H  0.442  -2.087  -2.560  0.660
H  1.821  -1.696  -1.555  0.302
H  -0.822  -4.056  -2.115  0.361
H  -1.262  -6.042  -0.730  0.465
H  1.507  -4.620  2.193  0.498
H  1.990  -2.671  0.775  0.255
Br  -5.936  3.750  -1.900  -0.089
C  -4.549  2.559  -1.503  0.123
C  -4.166  1.600  -2.427  -0.629
C  -3.109  0.774  -2.103  -0.466
N  -2.430  0.858  -0.953  0.476
C  -2.832  1.778  -0.069  -0.234
C  -3.890  2.636  -0.290  -0.727
H  -4.677  1.495  -3.376  0.479
H  -2.793  0.005  -2.802  0.456
H  -2.279  1.837  0.858  0.357
H  -4.176  3.364  0.459  0.512

Forces on atoms 1 to 3 (eV/Å):
-0.04 -0.16 0.78
-0.05 -0.17 -0.09
0.14 0.39 0.50

[2]
A structure of composition C27H26Cl44O7SSi. Source: OMol25; level of theory: ωB97M-V/def2-TZVPD.

The value obtained for the LUMO energy is -0.71 eV. For the HOMO energy, the calculation gives -8.911 eV. The HOMO-LUMO gap comes out at 8.20 eV. Its charge is 0.

Each line ends with the Mulliken charge.
Element x y z (Å)
C  3.176  -1.824  5.004  -0.834
Si  4.190  -1.924  3.360  0.562
C  3.710  -3.544  2.437  -0.274
C  6.067  -2.094  3.913  -0.957
O  4.065  -0.454  2.406  -0.344
C  3.420  -0.681  1.104  -0.108
C  1.752  -0.758  1.209  -0.483
C  1.004  -0.306  -0.175  1.199
C  -0.404  -1.002  -0.636  -0.827
C  -1.110  -1.974  0.477  -0.307
C  -0.941  -3.581  0.057  -0.361
O  -2.293  -4.124  -0.302  -0.564
O  1.961  -0.816  -1.210  -0.055
S  1.792  0.191  -2.609  1.179
O  1.261  -0.826  -3.651  -0.642
O  3.075  0.817  -3.220  -0.566
O  0.598  1.312  -2.042  -0.449
C  0.854  1.279  -0.563  0.306
O  2.041  2.169  -0.481  -0.442
C  -0.221  2.043  0.424  0.109
C  0.302  2.596  1.909  0.298
C  -0.738  3.324  2.951  -0.359
C  -2.321  3.565  2.579  -0.440
C  -2.878  3.065  1.112  -0.767
C  -1.800  2.321  0.073  0.026
H  3.262  -0.735  5.425  0.203
H  3.712  -2.539  5.774  0.274
H  2.066  -2.168  4.826  0.264
H  2.826  -3.447  1.677  0.172
H  3.464  -4.383  3.246  -0.179
H  4.664  -3.863  1.795  0.260
H  6.802  -2.174  2.995  0.254
H  6.175  -3.078  4.576  0.263
H  6.371  -1.204  4.644  0.238
H  3.873  -1.567  0.476  -0.035
H  3.627  0.302  0.459  0.308
H  1.411  -1.784  1.655  0.312
H  1.475  0.064  2.029  -0.044
H  -0.172  -1.667  -1.589  0.291
H  -1.234  -0.226  -1.000  0.102
H  -2.284  -1.772  0.399  0.341
H  -0.823  -1.756  1.590  0.352
H  -0.284  -3.734  -0.906  0.219
H  -0.534  -4.244  0.931  0.201
H  -2.811  -4.334  0.546  0.308
H  1.932  2.940  -1.143  0.354
H  1.434  2.453  2.200  -0.425
H  -0.280  3.652  4.002  0.215
H  -3.101  4.066  3.300  0.434
H  -3.978  3.206  0.733  0.424
H  -2.215  1.984  -0.971  0.281
C  -5.678  2.173  3.919  0.175
Cl  -6.415  0.606  3.500  -0.123
Cl  -4.408  2.568  2.733  0.010
Cl  -6.928  3.443  3.895  -0.035
Cl  -4.962  2.076  5.547  -0.114
C  -10.728  4.280  2.126  0.285
Cl  -9.763  5.262  3.257  -0.115
Cl  -9.732  2.942  1.500  -0.100
Cl  -12.147  3.617  2.976  -0.089
Cl  -11.272  5.300  0.770  0.012
C  5.653  -2.335  -3.609  0.153
Cl  5.321  -3.914  -4.365  -0.109
Cl  5.699  -1.072  -4.865  -0.021
Cl  4.368  -1.957  -2.434  0.029
Cl  7.225  -2.396  -2.771  -0.133
C  8.353  -1.771  -7.750  0.276
Cl  7.113  -3.050  -7.717  -0.035
Cl  9.395  -1.916  -6.311  -0.064
Cl  9.345  -1.943  -9.220  -0.104
Cl  7.561  -0.175  -7.751  -0.088
C  8.953  -6.368  -5.954  0.216
Cl  7.725  -6.765  -7.182  -0.101
Cl  8.307  -5.132  -4.846  0.039
Cl  9.366  -7.836  -5.031  -0.053
Cl  10.415  -5.741  -6.757  -0.090
C  11.953  -9.416  -1.821  0.328
Cl  11.621  -10.994  -2.577  -0.096
Cl  11.999  -8.153  -3.077  -0.050
Cl  10.668  -9.038  -0.646  -0.086
Cl  13.525  -9.477  -0.983  -0.102
C  -11.147  7.681  -2.899  0.321
Cl  -10.414  9.210  -3.445  -0.103
Cl  -11.821  6.811  -4.300  -0.039
Cl  -9.903  6.673  -2.116  -0.089
Cl  -12.449  8.028  -1.734  -0.079
C  3.551  3.552  4.292  0.274
Cl  2.744  5.025  3.698  -0.097
Cl  5.170  3.969  4.909  -0.110
Cl  2.583  2.831  5.603  -0.101
Cl  3.708  2.381  2.958  -0.044
C  -12.349  11.751  0.207  0.311
Cl  -11.646  13.205  0.958  -0.100
Cl  -14.125  11.821  0.326  -0.096
Cl  -11.870  11.677  -1.507  -0.053
Cl  -11.754  10.299  1.053  -0.067
C  3.375  -7.782  3.450  0.337
Cl  2.176  -8.974  4.013  -0.097
Cl  2.691  -6.844  2.098  -0.060
Cl  3.790  -6.680  4.787  -0.105
Cl  4.843  -8.630  2.901  -0.095
C  -14.325  3.683  -4.320  0.299
Cl  -15.565  2.404  -4.287  -0.105
Cl  -13.284  3.538  -2.882  -0.039
Cl  -13.334  3.511  -5.791  -0.087
Cl  -15.118  5.279  -4.322  -0.078

Forces on atoms 1 to 3 (eV/Å):
-0.02 0.09 0.48
0.96 0.30 0.65
0.29 -0.87 -0.84

[3]
A structure of composition C27H26F5N8O3PSTeZn. Source: OMol25; level of theory: ωB97M-V/def2-TZVPD.

The value obtained for the LUMO energy is -1.70 eV. For the HOMO energy, the calculation gives -8.028 eV. The HOMO-LUMO gap comes out at 6.33 eV. Its charge is 0.

Each line ends with the Mulliken charge.
Element x y z (Å)
Zn  0.349  -0.281  -0.237  2.482
C  -1.322  2.497  4.810  -0.848
N  -1.566  2.249  3.393  0.212
C  -2.379  2.985  2.577  -0.563
C  -2.299  2.402  1.347  -0.743
N  -1.458  1.323  1.391  0.170
C  -1.026  1.242  2.632  -0.172
P  -0.049  -0.100  3.414  -0.569
C  -0.783  -1.527  2.514  -0.278
N  -0.989  -1.657  1.214  0.363
C  -1.801  -2.746  1.063  -0.781
C  -2.073  -3.302  2.282  -0.602
N  -1.423  -2.526  3.202  0.222
C  -1.442  -2.726  4.648  -0.826
C  1.542  0.042  2.547  -0.271
N  1.726  0.270  1.254  0.480
C  3.074  0.413  1.057  -0.622
C  3.711  0.258  2.251  -0.673
N  2.739  0.025  3.191  0.257
C  2.966  -0.224  4.609  -0.828
H  -1.649  3.503  5.055  0.330
H  -1.866  1.787  5.430  0.308
H  -0.261  2.414  5.029  0.312
H  -2.913  3.856  2.927  0.438
H  -2.786  2.709  0.433  0.626
H  -2.165  -3.062  0.097  0.537
H  -2.646  -4.172  2.563  0.410
H  -1.853  -3.708  4.860  0.319
H  -0.435  -2.670  5.051  0.301
H  -2.054  -1.970  5.138  0.315
H  3.502  0.586  0.085  0.526
H  4.761  0.260  2.496  0.413
H  4.035  -0.303  4.780  0.321
H  2.570  0.587  5.218  0.303
H  2.494  -1.155  4.915  0.305
O  0.413  2.965  -0.245  -0.765
S  -0.379  2.881  -1.428  1.307
O  -1.643  3.576  -1.479  -0.691
N  -0.682  1.225  -1.661  -0.307
C  -1.279  0.817  -2.714  0.650
C  -1.990  1.629  -3.700  -1.084
C  -2.804  1.034  -4.575  -0.751
C  -2.997  -0.413  -4.626  -0.676
C  -2.290  -1.243  -3.858  0.314
C  -2.346  -2.686  -3.919  -0.894
C  -1.549  -3.403  -3.122  -1.428
C  -0.818  -2.731  -2.049  -0.468
N  -0.753  -1.461  -1.895  0.369
C  -1.171  -0.677  -3.031  1.453
C  0.573  3.389  -2.829  0.144
C  1.811  2.818  -3.115  -0.172
C  2.572  3.372  -4.133  -0.884
C  2.111  4.481  -4.832  -0.392
C  0.872  5.039  -4.535  -0.779
C  0.090  4.493  -3.530  -0.374
H  -1.937  2.705  -3.622  0.310
H  -3.373  1.648  -5.262  0.428
H  -3.722  -0.818  -5.324  0.439
H  -3.031  -3.158  -4.613  0.419
H  -1.513  -4.483  -3.180  0.427
H  -0.340  -3.323  -1.272  0.972
H  2.151  1.939  -2.579  0.310
H  3.529  2.925  -4.371  0.501
H  2.723  4.917  -5.614  0.385
H  0.516  5.906  -5.079  0.387
H  -0.875  4.912  -3.273  0.507
F  4.267  -0.385  -2.220  -0.502
Te  2.625  -1.395  -2.053  1.105
F  1.374  -2.120  -0.192  -0.749
F  3.832  -1.986  -0.585  -0.543
F  -0.099  -0.674  -3.927  -0.311
F  2.783  -0.923  -4.014  -0.601
O  1.801  0.160  -1.587  -0.227

Forces on atoms 1 to 3 (eV/Å):
0.24 -0.63 -0.05
-0.10 -0.04 -0.20
0.22 -0.10 0.32

[4]
A structure of composition C27H26FeNO3. Source: OMol25; level of theory: ωB97M-V/def2-TZVPD.

The value obtained for the LUMO energy (alpha / beta) is -2.54 / -6.73 eV. The spin multiplicity is 5. Its expectation value of S² is 6.093. For the HOMO energy (alpha / beta), the calculation gives -8.216 / -10.190 eV. The HOMO-LUMO gap (alpha / beta) comes out at 5.68 / 3.46 eV. Its charge is +1.

Each line ends with the Mulliken spin population.
Element x y z (Å)
O  -1.386  -3.662  -0.490  -0.017
C  -0.749  -3.822  0.472  0.023
Fe  0.203  -3.808  2.086  1.916
C  -1.314  -3.851  3.202  0.053
O  -2.331  -3.812  3.760  -0.018
C  0.091  -1.840  2.116  -0.155
C  0.757  -1.262  0.933  0.060
C  1.891  -0.531  1.006  -0.010
C  1.448  -5.079  1.167  0.055
C  0.755  -5.721  2.256  -0.051
C  1.050  -4.989  3.462  0.090
C  1.941  -3.910  3.120  0.014
C  2.190  -3.973  1.707  0.056
H  -0.999  -1.698  2.110  0.004
H  0.549  -1.531  3.070  0.009
H  0.264  -1.414  -0.035  -0.035
H  2.393  -0.167  0.107  -0.005
H  2.324  -0.285  1.980  0.000
H  1.467  -5.414  0.131  0.005
H  0.148  -6.623  2.186  -0.004
H  0.722  -5.241  4.469  0.003
H  2.391  -3.210  3.823  0.004
H  2.865  -3.325  1.152  0.004
C  4.723  4.445  -3.094  0.002
O  3.924  3.595  -3.954  0.099
C  2.899  2.900  -3.392  0.214
C  2.550  3.001  -2.023  0.035
C  1.479  2.272  -1.541  0.119
C  0.722  1.417  -2.380  0.207
C  -0.437  0.746  -1.872  0.306
C  -1.327  1.372  -1.007  0.154
C  -2.487  0.758  -0.373  0.034
C  -3.001  -0.531  -0.381  0.103
C  -4.197  -0.773  0.317  -0.014
C  -4.874  0.261  0.991  0.057
C  -4.361  1.569  1.003  0.056
C  -3.165  1.776  0.330  -0.030
N  -2.454  2.969  0.144  0.202
C  -2.833  4.270  0.660  0.002
C  -1.360  2.744  -0.626  0.351
C  1.133  1.278  -3.737  0.097
C  2.167  2.031  -4.244  -0.016
H  5.475  4.859  -3.767  0.000
H  4.117  5.253  -2.655  0.001
H  5.207  3.866  -2.292  0.001
H  3.120  3.653  -1.356  0.000
H  1.210  2.362  -0.488  -0.022
H  -0.707  -0.232  -2.270  0.006
H  -2.471  -1.317  -0.915  0.008
H  -4.615  -1.781  0.334  0.001
H  -5.812  0.048  1.507  0.002
H  -4.860  2.400  1.501  0.005
H  -3.761  4.176  1.231  -0.001
H  -2.035  4.661  1.306  0.005
H  -2.978  4.975  -0.171  0.005
H  -0.685  3.554  -0.901  0.018
H  0.570  0.608  -4.388  -0.003
H  2.452  1.986  -5.293  -0.003

Forces on atoms 1 to 3 (eV/Å):
1.81 -0.37 2.13
-3.07 0.44 -2.58
-2.99 2.86 -0.91

Question: What is the formula in the first record?
Answer: C27H26BrN5O2Sc